# 1
DFT (ωB97M-V/def2-TZVPD) results for a molecular structure, C43H60AsBF4O4PRb.

The LUMO energy is 3.819 eV. Its total charge is -2. The value obtained for the highest occupied orbital energy is -1.7 eV. The value obtained for the HOMO-LUMO gap is 5.536 eV.

Each line ends with the Mulliken charge.
Cartesian coordinates (Å):
Rb1 -0.16 -0.36 0.75  1.06
C1 1.87 0.91 2.85  -0.76
C2 1.07 0.12 3.71  0.07
C3 -0.21 0.77 3.77  -0.38
C4 -0.14 1.90 2.93  -0.49
C5 1.13 1.99 2.36  -0.42
C6 1.65 3.14 1.50  2.90
C7 2.90 2.72 0.74  -2.16
C8 1.99 4.34 2.40  -2.09
C9 0.59 3.57 0.49  -1.93
C10 -1.49 0.43 4.53  3.33
C11 -1.27 0.30 6.05  -2.00
C12 -2.53 1.55 4.37  -2.64
C13 -2.16 -0.84 3.98  -1.44
C14 1.69 -1.08 4.45  2.86
C15 0.80 -2.31 4.64  -1.70
C16 2.20 -0.62 5.83  -1.86
C17 2.91 -1.59 3.67  -2.07
H1 2.90 0.70 2.60  0.13
H2 -0.94 2.60 2.76  0.26
H3 3.73 2.51 1.43  0.24
H4 3.22 3.51 0.06  0.59
H5 2.72 1.81 0.17  0.34
H6 2.73 4.05 3.14  0.39
H7 1.10 4.68 2.92  0.35
H8 2.40 5.17 1.81  0.47
H9 0.30 2.75 -0.18  0.43
H10 0.96 4.39 -0.14  0.41
H11 -0.32 3.92 0.99  0.32
H12 -0.78 1.20 6.42  0.41
H13 -0.65 -0.54 6.32  0.25
H14 -2.23 0.19 6.56  0.45
H15 -2.14 2.50 4.75  0.46
H16 -3.43 1.30 4.93  0.49
H17 -2.80 1.69 3.32  0.35
H18 -1.50 -1.69 3.91  -0.42
H19 -2.53 -0.64 2.96  0.14
H20 -3.03 -1.12 4.58  0.68
H21 -0.07 -2.12 5.27  0.24
H22 1.38 -3.09 5.14  0.56
H23 0.44 -2.72 3.70  0.19
H24 1.39 -0.28 6.47  0.22
H25 2.89 0.22 5.70  0.33
H26 2.73 -1.43 6.34  0.47
H27 2.65 -1.84 2.64  0.31
H28 3.30 -2.49 4.15  0.49
H29 3.72 -0.85 3.65  0.36
C18 2.24 3.34 -6.60  -0.45
C19 1.91 2.00 -6.77  -0.72
C20 1.72 1.18 -5.67  0.03
C21 1.87 1.68 -4.39  0.44
C22 2.18 3.03 -4.22  -0.39
C23 2.38 3.85 -5.32  -0.59
As1 1.64 0.61 -2.77  0.48
C24 3.56 0.25 -2.52  0.06
C25 4.53 1.11 -2.02  -0.36
C26 5.84 0.67 -1.88  -0.78
C27 6.18 -0.64 -2.22  -0.72
C28 5.22 -1.50 -2.72  -0.58
C29 3.91 -1.06 -2.88  0.36
C30 2.80 -1.85 -3.45  0.85
C31 2.89 -3.16 -3.93  -0.33
C32 1.77 -3.76 -4.48  -0.95
C33 0.56 -3.09 -4.54  -0.48
C34 0.45 -1.80 -4.04  -0.43
C35 1.58 -1.18 -3.51  -0.07
H30 2.38 3.98 -7.46  0.34
H31 1.78 1.60 -7.77  0.37
H32 1.45 0.14 -5.82  0.35
H33 2.26 3.44 -3.22  0.37
H34 2.62 4.90 -5.17  0.38
H35 4.27 2.12 -1.74  0.21
H36 6.59 1.34 -1.48  0.41
H37 7.20 -0.99 -2.09  0.37
H38 5.49 -2.52 -2.98  0.36
H39 3.83 -3.69 -3.88  0.33
H40 1.84 -4.78 -4.86  0.33
H41 -0.31 -3.58 -4.96  0.40
H42 -0.50 -1.27 -4.06  0.39
C36 -4.89 -4.30 0.41  -1.52
C37 -4.17 -3.36 1.38  1.82
C38 -3.75 -4.12 2.63  -1.23
C39 -5.08 -2.19 1.73  -1.65
O1 -3.06 -2.78 0.68  0.43
P1 -1.54 -3.34 0.58  -1.50
O2 -0.93 -3.44 1.93  -0.72
O3 -0.90 -2.48 -0.46  0.59
O4 -1.76 -4.84 0.03  -0.20
C40 -1.57 -5.27 -1.33  1.86
C41 -0.08 -5.27 -1.65  -1.47
C42 -2.35 -4.42 -2.32  -1.25
C43 -2.10 -6.70 -1.34  -1.88
H43 -5.81 -4.68 0.87  0.52
H44 -4.26 -5.14 0.15  0.04
H45 -5.15 -3.76 -0.50  0.28
H46 -4.66 -4.50 3.12  0.48
H47 -3.22 -3.47 3.33  0.02
H48 -3.09 -4.95 2.40  0.25
H49 -6.02 -2.56 2.14  0.40
H50 -5.28 -1.60 0.84  0.36
H51 -4.60 -1.55 2.47  0.28
H52 0.30 -4.25 -1.66  0.00
H53 0.10 -5.73 -2.62  0.48
H54 0.46 -5.83 -0.88  0.33
H55 -2.09 -3.36 -2.21  0.14
H56 -3.42 -4.54 -2.18  0.25
H57 -2.10 -4.72 -3.34  0.43
H58 -1.55 -7.31 -0.63  0.38
H59 -1.99 -7.14 -2.34  0.39
H60 -3.15 -6.72 -1.07  0.37
F1 -2.97 0.21 -3.02  -0.38
B1 -2.02 1.21 -3.22  0.32
F2 -1.42 1.59 -2.01  -0.14
F3 -2.60 2.32 -3.84  -0.38
F4 -0.99 0.70 -4.07  -0.31



# 2
DFT (ωB97M-V/def2-TZVPD) results for 12 unconnected molecules or ions with the total composition C56H148N12O16 in a non-equilibrium geometry.

The LUMO energy is 0.504 eV. Its total charge is 0. The value obtained for the highest occupied orbital energy is -8.9 eV. The value obtained for the HOMO-LUMO gap is 9.384 eV.

Each line ends with the Mulliken charge.
Cartesian coordinates (Å):
C1 12.30 -19.16 -17.14  -0.40
O1 12.06 -19.14 -18.52  -0.36
C2 13.22 -19.56 -19.21  -1.18
C3 12.81 -20.06 -20.62  2.26
C4 14.11 -20.40 -21.36  -1.49
N1 12.17 -18.96 -21.32  -0.79
H1 13.13 -18.58 -16.82  0.51
H2 12.54 -20.19 -16.86  0.01
H3 11.40 -18.84 -16.54  -0.03
H4 13.96 -18.77 -19.26  0.73
H5 13.68 -20.37 -18.69  0.09
H6 12.07 -20.97 -20.46  -1.01
H7 14.70 -21.18 -20.81  0.20
H8 14.76 -19.44 -21.48  0.36
H9 13.82 -20.83 -22.29  0.44
H10 11.73 -19.35 -22.12  0.19
H11 11.45 -18.56 -20.75  0.34
C5 5.33 -26.83 -14.50  -0.65
O2 4.49 -26.84 -15.63  -0.38
C6 5.13 -27.74 -16.47  -0.70
C7 4.26 -28.07 -17.62  1.19
C8 3.82 -26.78 -18.31  -0.41
N2 3.08 -28.89 -17.27  -0.82
H12 6.32 -26.48 -14.72  -0.03
H13 5.53 -27.84 -14.11  0.40
H14 4.92 -26.12 -13.83  0.44
H15 6.07 -27.27 -16.87  0.01
H16 5.42 -28.68 -15.97  0.52
H17 4.82 -28.62 -18.42  -0.39
H18 3.26 -27.08 -19.20  0.11
H19 4.56 -26.00 -18.49  -0.74
H20 3.09 -26.36 -17.64  0.88
H21 2.49 -28.44 -16.58  0.29
H22 2.52 -28.98 -18.09  0.32
C9 3.06 -25.46 -21.87  0.12
O3 2.28 -25.27 -20.69  -0.34
C10 1.69 -24.05 -20.52  -0.16
C11 0.90 -23.96 -19.21  0.52
C12 -0.14 -25.16 -19.16  -1.50
N3 0.39 -22.56 -19.16  -0.53
H23 3.75 -24.61 -22.05  -0.31
H24 2.41 -25.55 -22.75  0.51
H25 3.59 -26.44 -21.85  -0.05
H26 2.43 -23.25 -20.48  0.03
H27 0.97 -23.78 -21.37  0.27
H28 1.52 -24.01 -18.33  0.04
H29 0.51 -26.01 -19.17  0.34
H30 -0.83 -25.21 -20.00  0.30
H31 -0.66 -25.19 -18.17  0.37
H32 -0.01 -22.29 -18.29  0.24
H33 -0.24 -22.40 -19.95  0.25
C13 5.01 -21.74 -13.86  -0.30
O4 6.03 -21.79 -12.89  -0.12
C14 5.77 -22.65 -11.83  -0.33
C15 6.96 -22.66 -10.95  1.24
C16 6.83 -23.61 -9.69  -1.46
N4 7.12 -21.25 -10.48  -0.75
H34 4.17 -21.24 -13.34  0.35
H35 4.84 -22.76 -14.28  0.10
H36 5.32 -21.09 -14.69  -0.09
H37 4.90 -22.27 -11.22  0.15
H38 5.46 -23.67 -12.21  -0.03
H39 7.83 -22.89 -11.60  -0.40
H40 7.82 -23.48 -9.19  0.35
H41 6.71 -24.61 -10.13  0.32
H42 6.03 -23.24 -9.09  0.50
H43 6.75 -20.58 -11.18  0.27
H44 6.56 -21.15 -9.65  0.29
C17 7.22 -18.23 -24.79  -0.93
O5 7.22 -19.68 -24.43  0.06
C18 8.04 -20.64 -25.17  -1.67
C19 8.71 -21.62 -24.16  3.12
C20 9.83 -20.88 -23.45  -2.05
N5 9.11 -22.84 -24.86  -0.61
H45 6.52 -18.18 -25.59  0.28
H46 8.23 -17.85 -24.96  0.40
H47 6.83 -17.80 -23.85  0.19
H48 7.42 -21.24 -25.80  0.38
H49 8.69 -20.00 -25.77  0.51
H50 7.91 -21.83 -23.41  -1.17
H51 10.61 -20.62 -24.20  0.41
H52 10.27 -21.36 -22.59  0.20
H53 9.54 -19.93 -22.94  0.42
H54 9.84 -22.58 -25.48  0.38
H55 9.53 -23.42 -24.08  0.28
C21 8.94 -20.49 -14.80  -0.29
O6 8.91 -19.48 -15.78  -0.08
C22 7.67 -18.76 -15.73  -0.19
C23 7.45 -17.88 -16.94  1.03
C24 8.52 -16.77 -16.91  -1.32
N6 6.23 -17.27 -16.95  -0.66
H56 9.90 -21.08 -14.74  -0.15
H57 8.11 -21.19 -14.94  -0.05
H58 8.73 -20.16 -13.78  0.50
H59 6.92 -19.56 -15.81  -0.10
H60 7.51 -18.13 -14.76  0.23
H61 7.62 -18.44 -17.84  -0.30
H62 9.52 -17.20 -16.93  0.13
H63 8.49 -16.24 -15.89  0.35
H64 8.32 -16.06 -17.76  0.39
H65 6.13 -16.71 -16.11  0.35
H66 5.45 -17.91 -16.86  0.19
C25 10.15 -26.87 -18.85  -0.80
O7 10.70 -26.00 -19.85  0.59
C26 11.01 -26.59 -21.10  -1.05
C27 11.29 -25.49 -22.10  -0.16
C28 12.42 -24.51 -21.64  -0.42
N7 10.01 -24.78 -22.42  -0.43
H67 10.87 -27.62 -18.47  0.33
H68 9.22 -27.36 -19.28  0.00
H69 9.88 -26.27 -17.96  0.10
H70 11.89 -27.17 -20.96  0.53
H71 10.28 -27.32 -21.54  0.26
H72 11.63 -26.08 -22.90  0.45
H73 12.63 -23.74 -22.41  0.47
H74 13.36 -25.04 -21.48  0.54
H75 12.08 -24.03 -20.80  -0.73
H76 9.93 -24.00 -21.75  0.04
H77 9.22 -25.41 -22.34  -0.08
C29 6.11 -19.66 -21.46  -0.08
O8 4.85 -19.60 -22.15  -0.55
C30 4.55 -20.85 -22.68  1.02
C31 3.34 -20.79 -23.61  0.46
C32 3.10 -22.17 -24.20  -1.05
N8 3.56 -19.87 -24.69  -0.85
H78 6.92 -19.42 -22.11  -0.10
H79 6.25 -20.66 -21.11  -0.14
H80 6.09 -18.94 -20.64  0.42
H81 5.42 -21.18 -23.30  -0.60
H82 4.41 -21.57 -21.83  -0.04
H83 2.41 -20.42 -23.06  0.24
H84 2.61 -22.02 -25.15  0.54
H85 2.46 -22.80 -23.52  0.02
H86 4.08 -22.65 -24.41  0.17
H87 3.98 -19.02 -24.35  0.33
H88 4.25 -20.25 -25.31  0.25
C33 5.48 -25.67 -25.47  -1.03
O9 5.45 -25.46 -24.11  -0.25
C34 6.40 -24.49 -23.68  -0.73
C35 6.60 -24.55 -22.23  2.10
N9 6.95 -25.86 -21.84  -0.40
C36 7.02 -25.92 -20.35  2.76
C37 7.03 -27.42 -20.12  -1.44
O10 5.75 -27.84 -20.59  -0.02
C38 5.65 -29.15 -21.04  -1.02
H89 6.36 -26.27 -25.87  0.26
H90 5.45 -24.70 -25.92  0.37
H91 4.48 -26.07 -25.79  0.32
H92 6.25 -23.40 -24.06  -0.26
H93 7.35 -24.73 -24.15  0.72
H94 5.68 -24.20 -21.74  -0.42
H95 7.44 -23.85 -22.06  -1.32
H96 6.18 -26.56 -22.14  0.42
H97 6.16 -25.50 -19.87  -0.15
H98 7.93 -25.42 -20.02  -1.32
H99 7.16 -27.60 -19.02  0.22
H100 7.89 -27.94 -20.71  0.43
H101 4.54 -29.41 -20.98  0.21
H102 6.23 -29.88 -20.52  0.36
H103 5.86 -29.16 -22.11  0.27
C39 10.88 -22.80 -18.63  0.58
O11 9.99 -22.71 -19.76  2.24
C40 9.16 -21.58 -19.59  -1.53
C41 8.06 -21.76 -18.48  0.55
N10 7.28 -22.95 -18.75  1.39
C42 6.64 -23.58 -17.55  0.42
C43 5.14 -23.20 -17.32  -0.39
O12 5.24 -21.79 -17.09  0.66
C44 3.97 -21.18 -17.39  -0.85
H104 10.36 -22.79 -17.62  -0.89
H105 11.60 -21.95 -18.56  -0.60
H106 11.49 -23.67 -18.75  -0.33
H107 8.72 -21.32 -20.54  -0.25
H108 9.72 -20.70 -19.32  0.45
H109 7.44 -20.83 -18.46  0.10
H110 8.58 -21.75 -17.51  -0.81
H111 7.87 -23.64 -19.16  -1.03
H112 7.23 -23.45 -16.62  -0.30
H113 6.64 -24.68 -17.63  -0.04
H114 4.65 -23.70 -16.41  0.08
H115 4.54 -23.36 -18.25  -0.26
H116 3.62 -21.36 -18.37  0.16
H117 4.02 -20.10 -17.29  0.12
H118 3.28 -21.76 -16.72  0.29
C45 13.12 -22.72 -14.92  -0.86
O13 11.71 -23.07 -14.83  -0.33
C46 11.42 -24.37 -15.24  0.42
C47 9.96 -24.70 -15.14  0.79
N11 9.42 -24.40 -13.80  0.08
C48 9.92 -25.39 -12.74  -0.84
C49 9.10 -26.64 -12.98  -0.28
O14 9.87 -27.40 -13.94  -0.28
C50 9.19 -28.58 -14.28  -0.59
H119 13.21 -21.78 -14.37  0.39
H120 13.43 -22.59 -15.97  -0.03
H121 13.79 -23.49 -14.55  0.38
H122 12.05 -25.06 -14.64  0.67
H123 11.65 -24.64 -16.34  -0.47
H124 9.75 -25.73 -15.47  0.00
H125 9.34 -24.12 -15.89  -1.34
H126 9.72 -23.47 -13.49  0.28
H127 9.64 -25.00 -11.76  0.53
H128 10.97 -25.60 -12.83  0.33
H129 8.07 -26.37 -13.32  -0.16
H130 9.09 -27.23 -12.09  0.71
H131 9.03 -29.23 -13.44  0.37
H132 9.83 -29.10 -15.02  0.25
H133 8.22 -28.39 -14.75  0.08
C51 17.83 -24.13 -13.39  -0.68
O15 17.94 -24.06 -14.80  -0.32
C52 17.87 -22.66 -15.23  -0.60
C53 17.54 -22.65 -16.76  -0.80
N12 16.25 -23.19 -17.00  0.09
C54 15.84 -23.02 -18.40  -1.36
C55 14.61 -23.82 -18.59  1.69
O16 14.85 -25.18 -18.19  -0.45
C56 13.86 -26.08 -18.67  -0.52
H134 17.89 -25.15 -13.03  0.26
H135 16.91 -23.66 -13.05  0.28
H136 18.73 -23.62 -12.89  0.26
H137 18.84 -22.18 -15.00  0.44
H138 17.10 -22.16 -14.65  0.32
H139 18.38 -23.19 -17.27  0.38
H140 17.59 -21.61 -17.17  0.37
H141 16.28 -24.21 -16.82  0.24
H142 16.62 -23.41 -19.07  0.51
H143 15.70 -21.91 -18.57  0.25
H144 14.37 -23.72 -19.68  -0.04
H145 13.79 -23.39 -18.00  -0.90
H146 14.24 -26.59 -19.54  0.35
H147 12.91 -25.55 -18.90  -0.14
H148 13.67 -26.78 -17.89  0.41



# 3
DFT (ωB97M-V/def2-TZVPD) results for a molecular structure, C4H5LaLiO2 in a non-equilibrium geometry.

Its expectation value of S² is 0.75. The LUMO energy (alpha / beta) is -8.908 / -8.819 eV. Its total charge is +2. The value obtained for the highest occupied orbital energy (alpha / beta) is -14.2 / -14.2 eV. The value obtained for the HOMO-LUMO gap (alpha / beta) is 5.272 / 5.365 eV. Its spin multiplicity is 2.

Each line ends with the natural charge from an NBO analysis.
Cartesian coordinates (Å):
C1 -2.27 -0.92 -0.61  0.03
C2 -1.53 -1.14 0.67  -0.02
C3 -0.19 -0.79 0.84  -0.44
C4 0.37 0.41 0.36  0.34
O1 1.59 0.69 0.48  -0.87
O2 -3.47 -0.38 -0.50  -0.96
Li1 -4.67 0.45 0.44  0.98
La1 3.72 2.58 0.11  1.90
H1 -1.65 -0.58 -1.46  0.20
H2 -2.17 -1.16 1.56  0.23
H3 0.48 -1.49 1.35  0.24
H4 -0.29 1.14 -0.14  0.14
H5 -2.07 -2.17 -0.47  0.25



In the order shown, the computed E_tot values come out to -136098.5637 -111100.7081 -9367.9890 eV.